{"formula": "C9H10BrNO2", "method": "wB97M-V/def2-TZVPD", "species": ["C", "H", "O", "C", "C", "O", "N", "C", "C", "C", "C", "C", "C", "Br", "H", "H", "H", "H", "H", "H", "H", "H", "H"], "xyz": [[1.09, 2.03, 0.90], [1.54, 2.56, 1.74], [1.32, 0.64, 1.00], [0.78, 0.06, 2.15], [-0.75, -0.02, 2.16], [-1.40, 0.13, 3.17], [-1.36, -0.23, 0.96], [-0.80, -0.54, -0.28], [0.09, -1.60, -0.44], [0.62, -1.90, -1.68], [0.25, -1.17, -2.79], [-0.65, -0.13, -2.67], [-1.17, 0.18, -1.42], [-2.41, 1.62, -1.26], [-0.95, 0.45, -3.53], [0.66, -1.41, -3.76], [1.31, -2.72, -1.77], [0.36, -2.18, 0.43], [-2.37, -0.06, 0.97], [1.06, 0.63, 3.05], [1.20, -0.94, 2.23], [0.02, 2.26, 0.87], [1.56, 2.35, -0.03]], "total_charge": 0, "smiles": "COCC(=O)Nc1ccccc1Br", "max_force_ev_per_a": 0.584, "multiplicity": 1, "gap_ev": 9.67}

{"formula": "C3H2BaO2", "method": "wB97M-V/def2-TZVPD", "species": ["H", "O", "O", "C", "C", "C", "H", "Ba"], "xyz": [[-0.14, -2.03, 0.56], [-0.52, -0.02, 1.28], [-1.02, 2.06, 0.15], [-0.39, -0.99, 0.32], [-0.63, -0.26, -0.79], [-0.79, 0.90, 0.09], [-0.69, -0.42, -1.86], [4.20, 0.75, 0.25]], "total_charge": 0, "max_force_ev_per_a": 0.989, "multiplicity": 1, "gap_ev": 4.89}

{"formula": "C36H31N7O3S2Zn", "method": "wB97M-V/def2-TZVPD", "species": ["Zn", "C", "O", "C", "C", "C", "C", "C", "C", "N", "N", "C", "O", "C", "C", "C", "C", "C", "C", "C", "O", "H", "H", "H", "H", "H", "H", "H", "H", "H", "H", "H", "H", "N", "C", "C", "C", "C", "C", "C", "N", "C", "C", "C", "C", "N", "C", "C", "H", "H", "H", "H", "H", "H", "H", "H", "H", "N", "C", "C", "C", "C", "C", "C", "H", "H", "H", "H", "H", "S", "C", "N", "C", "C", "S", "H", "H", "H", "H", "H"], "xyz": [[-0.06, 0.12, 0.80], [1.63, 3.26, 4.15], [2.71, 2.44, 3.74], [2.97, 2.53, 2.38], [4.19, 3.04, 1.99], [4.51, 3.15, 0.64], [3.57, 2.77, -0.29], [2.33, 2.24, 0.07], [1.40, 1.96, -1.02], [0.30, 1.35, -0.84], [-0.57, 1.19, -1.90], [-1.57, 0.43, -1.51], [-1.74, -0.10, -0.36], [-2.64, 0.19, -2.53], [-2.39, 0.37, -3.89], [-3.39, 0.14, -4.82], [-4.65, -0.27, -4.40], [-4.90, -0.46, -3.05], [-3.90, -0.24, -2.12], [2.00, 2.06, 1.45], [0.90, 1.54, 1.91], [1.47, 3.07, 5.21], [0.72, 3.02, 3.60], [1.88, 4.32, 4.01], [4.88, 3.34, 2.77], [5.48, 3.53, 0.33], [3.78, 2.87, -1.35], [1.66, 2.31, -2.02], [-1.40, 0.68, -4.19], [-3.19, 0.26, -5.87], [-5.43, -0.46, -5.13], [-5.88, -0.79, -2.72], [-4.06, -0.40, -1.06], [2.52, -5.32, -4.36], [2.43, -6.51, -5.03], [3.25, -7.15, -5.93], [2.84, -8.39, -6.45], [1.63, -8.94, -6.04], [0.79, -8.29, -5.13], [1.18, -7.06, -4.59], [0.57, -6.26, -3.69], [1.39, -5.18, -3.52], [1.21, -4.10, -2.70], [2.13, -2.97, -2.63], [2.00, -1.99, -1.72], [0.95, -1.98, -0.80], [-0.04, -2.98, -0.92], [0.05, -3.96, -1.82], [3.34, -4.74, -4.31], [4.19, -6.70, -6.24], [3.46, -8.91, -7.16], [1.32, -9.90, -6.45], [-0.15, -8.74, -4.82], [2.92, -2.84, -3.37], [2.66, -1.14, -1.66], [-0.89, -2.84, -0.27], [-0.76, -4.67, -1.92], [1.20, -1.38, 0.45], [2.09, -2.05, 1.23], [2.48, -3.40, 1.02], [3.38, -4.01, 1.86], [3.96, -3.35, 2.94], [3.63, -2.01, 3.13], [2.73, -1.37, 2.30], [2.06, -3.94, 0.18], [3.64, -5.05, 1.67], [4.68, -3.85, 3.58], [4.11, -1.44, 3.92], [2.54, -0.31, 2.42], [-1.76, -0.27, 2.78], [-0.72, -0.13, 4.06], [0.46, -0.73, 4.20], [1.35, -0.19, 5.22], [0.41, 0.28, 6.33], [-1.08, 0.85, 5.47], [0.88, -1.18, 3.39], [1.93, 0.63, 4.80], [2.02, -0.97, 5.57], [0.85, 1.09, 6.92], [0.15, -0.54, 7.00]], "total_charge": -2, "max_force_ev_per_a": 0.317, "multiplicity": 1, "gap_ev": 2.78}